Computed, not measured: C12H19NOTi as an isolated structure at a distorted geometry, with the ωB97M-V functional and the def2-TZVPD basis.

Structure (XYZ):
```
34
Properties=species:S:1:pos:R:3:forces:R:3
C 0.208 -1.456 -2.656 -0.289 -0.729 0.394
C -1.075 -1.362 -2.021 0.509 -0.614 -0.079
C -0.983 -1.981 -0.734 0.714 -0.484 -0.562
C 0.366 -2.437 -0.558 -0.636 -0.246 -0.920
C 1.111 -2.096 -1.737 -0.969 -0.466 -0.201
Ti 0.486 -0.114 -0.815 0.120 1.628 0.417
C -0.741 1.532 -1.583 -0.549 -1.186 0.723
C 0.496 1.892 -2.246 3.162 -0.049 -0.717
C 0.754 2.781 -3.246 -0.346 -1.265 1.217
N 1.769 0.968 -1.652 -2.164 1.773 -0.665
H -1.817 -2.149 -0.050 0.473 0.321 -0.168
H -1.982 -0.939 -2.455 0.472 -0.177 0.190
H 0.743 -3.017 0.286 -0.099 0.555 -0.227
H 2.155 -2.351 -1.932 -0.448 0.265 0.146
H 0.443 -1.159 -3.680 -0.025 0.166 0.583
H -1.578 1.271 -2.242 0.320 0.406 0.238
H 2.641 1.259 -2.090 -0.509 -0.124 0.097
H -1.038 2.167 -0.734 0.179 -0.124 -0.377
H -0.091 3.317 -3.690 0.436 -0.034 0.273
H 1.768 2.955 -3.612 -0.393 -0.117 -0.015
C -1.429 0.781 2.195 -0.126 0.143 -0.152
C -0.102 0.036 2.302 0.236 -0.103 -0.299
C 0.861 0.792 3.210 0.228 0.192 0.084
C -0.331 -1.361 2.869 0.019 -0.278 -0.019
O 0.497 -0.046 1.001 -0.405 0.598 0.336
H -1.912 0.857 3.177 0.107 -0.012 -0.160
H -2.114 0.261 1.513 0.154 0.067 0.110
H -1.267 1.795 1.809 -0.022 -0.192 0.073
H 0.423 0.951 4.202 0.036 -0.054 -0.151
H 1.791 0.225 3.332 -0.145 0.098 -0.052
H 1.109 1.769 2.781 -0.073 -0.162 0.036
H -0.970 -1.962 2.213 0.070 0.136 0.077
H 0.624 -1.884 2.993 -0.143 0.076 -0.040
H -0.816 -1.295 3.852 0.110 -0.008 -0.191
```
Forces are in eV/Å.

## Properties
Energy relative to the best compared isomer or geometry (same formula, charge and spin)   0.5005 eV
Net charge   0
LUMO level   0.609 eV

Computed, not measured: a 8-piece molecular cluster, C14H23Cl21FNO2S overall, with the ωB97M-V functional and the def2-TZVPD basis.

Structure (XYZ):
```
63
Properties=species:S:1:pos:R:3:forces:R:3
C 4.500 0.611 0.745 0.024 -0.206 0.019
C 3.613 -0.051 -0.315 0.103 0.043 0.049
C 3.150 0.831 -1.499 -0.193 0.024 0.189
C 3.119 2.355 -1.311 -0.243 0.068 -0.173
C 1.792 2.926 -0.781 0.234 0.008 0.189
C 1.179 2.195 0.426 -0.075 0.017 -0.010
C -0.348 2.238 0.427 0.033 0.203 -0.094
N -0.972 1.298 -0.534 0.371 -0.161 0.114
S -1.271 -0.219 -0.092 0.022 0.285 0.055
O -1.952 -0.887 -1.139 -0.025 -0.058 -0.038
O -1.718 -0.233 1.256 0.030 -0.066 -0.131
F 0.157 -0.893 -0.061 -0.040 -0.017 0.066
H 5.129 -0.143 1.222 -0.036 0.010 0.021
H 5.169 1.365 0.329 0.009 -0.005 -0.007
H 3.909 1.065 1.542 0.021 0.188 -0.104
H 4.158 -0.903 -0.729 -0.055 0.025 -0.053
H 2.747 -0.484 0.184 -0.001 -0.042 0.040
H 3.770 0.589 -2.362 0.049 0.124 0.059
H 2.134 0.518 -1.772 0.079 -0.079 -0.123
H 3.281 2.806 -2.294 0.052 0.073 0.068
H 3.939 2.717 -0.692 0.022 -0.169 0.073
H 1.969 3.961 -0.476 -0.111 0.053 -0.176
H 1.072 2.980 -1.607 -0.019 -0.162 0.015
H 1.498 1.156 0.462 0.008 -0.059 0.009
H 1.529 2.654 1.353 0.026 -0.009 -0.017
H -0.767 2.034 1.408 -0.026 -0.081 -0.013
H -0.691 3.228 0.119 -0.031 0.002 0.100
H -0.542 1.324 -1.454 -0.215 0.025 -0.081
Cl -5.365 -2.347 -2.638 -0.044 -0.021 0.035
C -4.048 -1.557 -3.507 0.046 0.035 0.042
Cl -3.034 -2.741 -4.329 -0.001 -0.012 -0.019
Cl -4.676 -0.362 -4.645 -0.003 0.003 -0.010
H -3.433 -1.044 -2.779 -0.042 -0.026 -0.023
Cl -4.414 -2.986 3.191 -0.002 -0.002 0.004
C -3.628 -1.446 3.531 -0.009 0.013 -0.057
Cl -4.811 -0.144 3.649 -0.016 0.003 0.016
Cl -2.664 -1.546 5.009 0.058 -0.016 0.028
H -2.959 -1.215 2.712 -0.027 -0.016 0.049
Cl 5.251 5.325 -0.901 0.025 0.026 -0.001
C 4.314 6.764 -0.499 -0.014 -0.019 0.003
Cl 3.421 7.346 -1.902 -0.007 -0.004 0.000
Cl 3.225 6.445 0.853 -0.002 0.000 0.011
H 5.004 7.539 -0.193 0.000 0.004 -0.003
Cl 5.133 -3.313 -4.566 0.000 -0.002 0.004
C 5.900 -1.756 -4.273 -0.019 -0.001 0.030
Cl 4.804 -0.430 -4.665 0.029 -0.018 -0.098
Cl 6.458 -1.631 -2.603 0.006 0.005 0.012
H 6.764 -1.676 -4.919 0.000 -0.004 -0.004
Cl -10.117 -4.333 -3.502 0.000 -0.001 0.002
C -9.207 -2.987 -2.816 0.036 0.015 -0.027
Cl -10.203 -1.537 -2.714 -0.001 0.002 0.002
Cl -8.547 -3.411 -1.236 0.009 -0.005 0.013
H -8.375 -2.775 -3.475 0.005 0.003 0.001
Cl 2.537 -3.453 -0.361 0.010 -0.024 -0.021
C 1.453 -4.443 0.615 -0.028 0.017 -0.003
Cl 1.456 -6.118 0.067 0.005 0.000 0.002
Cl 1.873 -4.335 2.324 -0.004 0.005 0.003
H 0.450 -4.054 0.494 -0.003 -0.001 -0.004
Cl -4.853 0.241 8.841 0.002 0.004 0.002
C -4.418 -1.357 8.235 -0.014 -0.001 -0.018
Cl -2.836 -1.851 8.842 -0.005 0.007 -0.027
Cl -5.650 -2.547 8.649 0.000 -0.002 0.003
H -4.355 -1.301 7.156 -0.001 0.000 0.008
```
Forces are in eV/Å.

## Properties
Net charge   0
Structure (SMILES)   CCCCCCCNS(=O)(=O)F.ClC(Cl)Cl.ClC(Cl)Cl.ClC(Cl)Cl.ClC(Cl)Cl.ClC(Cl)Cl.ClC(Cl)Cl.ClC(Cl)Cl
LUMO level   0.127 eV

The highest LUMO level belongs to which entry? C12H19NOTi